Entry 1:
Molecular formula: C38H105N9O10
Method: DFT, ωB97M-V with the def2-TZVPD basis set

SMILES: COC[C@H](C)N.COC[C@H](C)N.COC[C@H](C)N.COC[C@H](C)N.COC[C@H](C)N.COC[C@H](C)N.COC[C@H](C)N.COC[C@H](C)N.COC[C@H](C)N.CCO
Highest occupied orbital energy, hartree: -0.334
Energy above the lowest of the compared OMol25 structures with the same formula, charge and spin, kJ/mol: 507.8

Last column: Mulliken charge in e.
CARTESIAN COORDINATES (ANGSTROEM)
C (0.992, 1.190, -0.272)  -1.073
C (0.059, 0.011, -0.083)  -0.058
O (-0.803, 0.229, 1.052)  -0.523
H (1.826, 0.975, -0.940)  0.324
H (1.445, 1.435, 0.689)  0.306
H (0.478, 2.103, -0.574)  0.269
H (0.647, -0.879, 0.143)  0.193
H (-0.512, -0.105, -1.004)  0.265
H (-1.704, 0.044, 0.776)  0.289
C (2.765, -8.162, 2.137)  -1.394
C (2.628, -8.122, 0.640)  0.827
C (2.332, -6.818, 0.066)  -0.764
O (2.075, -7.032, -1.360)  -0.384
C (1.247, -5.950, -1.931)  -0.720
N (3.735, -8.716, -0.057)  -0.847
H (3.304, -7.284, 2.492)  0.273
H (3.315, -9.011, 2.542)  0.377
H (1.835, -8.177, 2.705)  0.348
H (1.731, -8.711, 0.453)  0.108
H (3.063, -6.018, 0.179)  0.394
H (1.409, -6.573, 0.592)  0.354
H (0.188, -6.117, -1.735)  0.282
H (1.291, -5.983, -3.020)  0.270
H (1.448, -4.973, -1.492)  0.274
H (3.530, -8.552, -1.033)  0.329
H (3.593, -9.689, 0.173)  0.273
C (0.579, 7.793, 0.397)  -1.466
C (1.597, 7.275, -0.523)  0.424
C (2.138, 8.301, -1.532)  -0.666
O (1.119, 8.765, -2.350)  -0.306
C (1.569, 9.806, -3.292)  -0.820
N (2.702, 6.794, 0.305)  -0.618
H (-0.301, 8.090, -0.174)  0.316
H (0.927, 8.665, 0.950)  0.327
H (0.292, 7.059, 1.150)  0.430
H (1.204, 6.412, -1.061)  0.216
H (2.888, 7.776, -2.124)  0.344
H (2.603, 9.109, -0.967)  0.340
H (2.000, 10.663, -2.775)  0.336
H (0.731, 10.325, -3.757)  0.302
H (2.172, 9.517, -4.153)  0.304
H (2.310, 6.295, 1.090)  0.265
H (3.110, 7.611, 0.737)  0.277
C (-6.093, 0.365, 5.493)  -1.407
C (-7.560, 0.639, 5.709)  0.443
C (-8.382, -0.559, 5.116)  -0.726
O (-8.308, -0.564, 3.694)  -0.212
C (-9.348, -1.318, 3.083)  -0.871
N (-7.730, 0.847, 7.142)  -0.750
H (-5.735, -0.551, 5.963)  0.352
H (-5.572, 1.284, 5.761)  0.384
H (-5.812, 0.183, 4.456)  0.309
H (-7.743, 1.607, 5.244)  0.288
H (-9.418, -0.382, 5.406)  0.357
H (-7.987, -1.490, 5.523)  0.274
H (-10.367, -1.037, 3.347)  0.366
H (-9.294, -2.399, 3.213)  0.325
H (-9.271, -1.093, 2.019)  0.265
H (-7.337, 0.009, 7.548)  0.300
H (-7.111, 1.569, 7.481)  0.298
C (3.465, -5.933, 8.566)  -1.492
C (3.787, -5.164, 7.332)  0.600
C (2.569, -4.447, 6.723)  -0.784
O (2.773, -4.277, 5.315)  -0.275
C (1.725, -3.720, 4.692)  -0.766
N (4.790, -4.151, 7.711)  -0.766
H (4.289, -6.422, 9.085)  0.364
H (2.697, -6.692, 8.420)  0.377
H (3.041, -5.253, 9.306)  0.326
H (4.134, -5.928, 6.637)  0.253
H (2.301, -3.513, 7.219)  0.321
H (1.660, -5.039, 6.833)  0.412
H (1.528, -2.684, 4.967)  0.301
H (0.848, -4.334, 4.898)  0.330
H (1.935, -3.808, 3.626)  0.226
H (4.326, -3.648, 8.453)  0.263
H (4.844, -3.433, 7.003)  0.310
C (-4.481, -3.811, 1.265)  -1.352
C (-4.675, -3.018, -0.025)  0.588
C (-5.521, -3.715, -1.058)  -0.754
O (-4.800, -4.776, -1.646)  -0.285
C (-5.359, -5.312, -2.834)  -0.781
N (-5.176, -1.717, 0.366)  -0.547
H (-4.283, -4.857, 1.033)  0.368
H (-5.449, -3.901, 1.757)  0.344
H (-3.660, -3.423, 1.869)  0.293
H (-3.727, -2.844, -0.534)  0.183
H (-5.871, -2.995, -1.798)  0.389
H (-6.439, -4.182, -0.702)  0.313
H (-6.096, -6.110, -2.746)  0.287
H (-4.535, -5.794, -3.359)  0.247
H (-5.716, -4.538, -3.515)  0.320
H (-6.042, -1.729, 0.886)  0.133
H (-5.465, -1.128, -0.403)  0.265
C (-6.177, 4.929, 2.309)  -1.307
C (-4.906, 5.242, 1.552)  0.628
C (-3.751, 4.327, 1.968)  -0.684
O (-3.327, 4.849, 3.194)  -0.319
C (-2.383, 3.989, 3.872)  -0.711
N (-5.174, 5.151, 0.165)  -0.815
H (-6.049, 5.449, 3.258)  0.305
H (-6.380, 3.877, 2.510)  0.289
H (-7.029, 5.326, 1.757)  0.357
H (-4.592, 6.262, 1.771)  0.247
H (-2.902, 4.214, 1.295)  0.368
H (-4.118, 3.302, 2.006)  0.286
H (-1.495, 3.795, 3.270)  0.288
H (-2.860, 3.030, 4.072)  0.255
H (-2.248, 4.378, 4.881)  0.292
H (-4.286, 5.261, -0.304)  0.249
H (-5.621, 5.982, -0.194)  0.273
C (7.261, 3.627, 2.542)  -1.344
C (7.718, 3.121, 1.181)  0.248
C (7.140, 1.684, 0.907)  -0.556
O (7.486, 0.732, 1.925)  -0.332
C (6.554, -0.382, 2.005)  -0.725
N (7.192, 4.141, 0.283)  -0.676
H (7.578, 4.628, 2.835)  0.383
H (7.810, 2.978, 3.224)  0.321
H (6.181, 3.579, 2.679)  0.332
H (8.806, 3.182, 1.160)  0.367
H (7.548, 1.383, -0.057)  0.320
H (6.072, 1.819, 0.736)  0.303
H (7.083, -1.062, 2.673)  0.249
H (6.248, -0.737, 1.021)  0.307
H (5.680, -0.024, 2.550)  0.301
H (6.203, 4.143, 0.490)  0.254
H (7.373, 3.852, -0.668)  0.246
C (3.883, -4.125, -9.522)  -1.445
C (3.660, -4.148, -8.037)  0.456
C (3.460, -2.788, -7.325)  -0.728
O (3.260, -2.969, -5.954)  -0.270
C (3.360, -1.778, -5.198)  -0.800
N (2.567, -5.061, -7.734)  -0.715
H (4.103, -5.100, -9.957)  0.347
H (4.691, -3.441, -9.780)  0.370
H (3.000, -3.733, -10.027)  0.347
H (4.531, -4.592, -7.556)  0.253
H (2.683, -2.218, -7.835)  0.346
H (4.379, -2.255, -7.570)  0.365
H (3.156, -1.973, -4.145)  0.277
H (2.625, -0.989, -5.354)  0.312
H (4.340, -1.306, -5.269)  0.311
H (2.352, -4.769, -6.792)  0.283
H (1.755, -4.699, -8.214)  0.291
C (0.767, 5.461, -6.640)  -1.437
C (0.601, 4.021, -7.175)  0.511
C (-0.695, 3.331, -6.720)  -0.732
O (-0.695, 3.308, -5.257)  -0.249
C (-1.716, 2.468, -4.756)  -0.752
N (0.643, 4.062, -8.630)  -0.687
H (0.069, 6.175, -7.077)  0.286
H (1.760, 5.800, -6.934)  0.380
H (0.752, 5.572, -5.556)  0.368
H (1.431, 3.483, -6.714)  0.182
H (-0.639, 2.351, -7.192)  0.364
H (-1.598, 3.860, -7.025)  0.372
H (-1.802, 2.579, -3.675)  0.240
H (-1.571, 1.389, -4.813)  0.274
H (-2.652, 2.784, -5.218)  0.317
H (1.289, 4.802, -8.866)  0.297
H (-0.290, 4.287, -8.945)  0.264

=====

Entry 2:
Molecular formula: I2O4S2
Method: DFT, ωB97M-V with the def2-TZVPD basis set

Highest occupied orbital energy, hartree: -0.353
Energy above the lowest of the compared OMol25 structures with the same formula, charge and spin, kJ/mol: 282.7

Last column: Mulliken charge in e.
CARTESIAN COORDINATES (ANGSTROEM)
O (1.039, 0.802, 0.667)  -0.445
O (-0.264, -0.675, -0.911)  -0.356
O (-2.182, 1.208, -0.915)  -0.400
O (-1.650, -0.231, 0.976)  -0.440
S (0.268, -0.570, 0.489)  0.643
S (-2.146, -0.138, -0.446)  0.712
I (2.190, -2.043, 0.164)  -0.082
I (2.745, 1.646, -0.023)  0.368

=====

Entry 3:
Molecular formula: C3H5NO3
Method: DFT, ωB97M-V with the def2-TZVPD basis set

Highest occupied orbital energy (spin up / spin down), hartree: -0.321 / -0.329
Energy above the lowest of the compared OMol25 structures with the same formula, charge and spin, kJ/mol: 869.4

Last column: Mulliken charge in e.
CARTESIAN COORDINATES (ANGSTROEM)
C (0.137, 1.714, 0.061)  -0.592
C (0.767, 0.592, -0.101)  0.093
C (-1.054, -1.177, -0.353)  -0.330
N (1.978, -0.096, 0.003)  0.763
O (2.015, -0.746, 1.099)  -0.508
O (2.783, -0.080, -0.930)  -0.521
O (-2.171, -0.547, -0.030)  -0.384
H (0.573, 2.617, 0.405)  0.318
H (-0.938, 1.847, -0.275)  0.178
H (-1.128, -1.593, -1.320)  0.286
H (-0.624, -1.727, 0.491)  0.309
H (-2.336, -0.804, 0.948)  0.387

=====

Entry 4:
Molecular formula: C3H8INO
Method: DFT, ωB97M-V with the def2-TZVPD basis set

Highest occupied orbital energy, hartree: -0.260
Energy above the lowest of the compared OMol25 structures with the same formula, charge and spin, kJ/mol: 166.7

Last column: Mulliken charge in e.
CARTESIAN COORDINATES (ANGSTROEM)
I (-0.128, 1.743, 2.400)  -0.688
C (-1.681, 0.102, -0.264)  -1.049
C (-0.669, -0.870, -0.211)  0.614
O (-0.773, -2.008, 0.190)  -0.463
N (0.723, -0.307, -0.725)  -0.215
H (1.233, -1.061, -1.163)  0.358
H (0.625, 0.346, -1.489)  0.372
C (1.584, 0.218, 0.406)  -0.704
H (-2.260, 0.199, 0.654)  0.315
H (-2.436, -0.239, -0.972)  0.354
H (-1.484, 1.117, -0.608)  0.348
H (1.610, -0.722, 0.957)  0.435
H (1.109, 1.071, 0.891)  0.010
H (2.546, 0.412, -0.069)  0.312

=====

- Number 2 is which compound?
  I2O4S2